[1]
A molecular structure, C27H46BrMgNOP2 in a non-equilibrium geometry. Source: the OMol25 dataset; level of theory: ωB97M-V/def2-TZVPD.

```
79
Properties=species:S:1:pos:R:3
N -3.190 -4.704 4.263
C -3.263 -5.313 3.077
C -2.118 -5.607 2.314
C -0.838 -5.225 2.816
C -0.821 -4.602 4.093
C -2.011 -4.349 4.765
C 0.407 -5.346 2.089
Mg 1.869 -0.688 -0.880
P -0.283 3.514 -2.527
C 1.523 -4.618 2.416
C 2.361 -4.032 1.397
C 3.191 -2.937 1.788
C 3.573 -1.954 0.856
C 3.163 -2.197 -0.432
C 2.399 -3.230 -0.921
C 2.082 -4.242 0.004
Br 2.408 1.465 -1.714
H 0.407 -5.946 1.177
H 1.633 -4.191 3.423
H -2.237 -6.086 1.338
H 0.103 -4.248 4.550
H -4.267 -5.584 2.729
H -1.991 -3.854 5.748
H 3.556 -2.852 2.820
H 1.599 -5.153 -0.376
H 4.122 -1.079 1.205
H 2.076 -3.308 -1.964
P -0.177 0.523 1.127
C 0.125 2.542 -4.088
C 1.008 3.119 -5.182
H -0.878 2.391 -4.521
H 0.522 1.561 -3.766
H 0.846 2.537 -6.106
H 0.743 4.163 -5.389
H 2.084 3.043 -4.961
C 1.146 4.545 -1.942
C 2.030 5.291 -2.925
H 1.775 3.853 -1.349
H 0.720 5.268 -1.218
H 2.842 5.739 -2.335
H 2.487 4.649 -3.685
H 1.502 6.106 -3.433
C -1.517 4.776 -2.994
C -1.448 5.421 -4.376
H -1.445 5.553 -2.215
H -2.504 4.295 -2.873
H -2.270 6.148 -4.466
H -0.504 5.959 -4.534
H -1.586 4.681 -5.174
C -1.844 1.357 1.256
C -2.119 2.522 0.313
H -1.885 1.734 2.291
H -2.610 0.578 1.143
H -3.168 2.823 0.445
H -1.505 3.393 0.576
H -1.969 2.276 -0.749
C 0.708 2.030 1.764
C 2.130 1.759 2.222
H 0.097 2.375 2.613
H 0.675 2.781 0.964
H 2.528 2.684 2.655
H 2.161 0.988 3.000
H 2.782 1.470 1.385
C -0.225 -0.291 2.817
C -1.545 -0.897 3.280
H 0.066 0.503 3.525
H 0.580 -1.045 2.819
H -1.394 -1.321 4.282
H -2.335 -0.138 3.359
H -1.889 -1.717 2.633
C -1.496 -2.512 -0.223
C -1.092 -2.223 -1.643
O 0.071 -1.328 -1.786
H -0.697 -2.896 0.422
H -2.245 -3.307 -0.304
H -1.984 -1.645 0.254
H -0.863 -3.147 -2.178
H -1.910 -1.683 -2.116
H 0.025 -0.919 -2.668
```

Its spin multiplicity is 1. The LUMO energy (alpha / beta) is -7.77 / -8.56 eV. The orbital gap (alpha / beta) comes out at 5.32 / 4.60 eV. The calculation puts the energy relative to the best compared isomer or geometry (same formula, charge and spin) at 24.35 kJ/mol. As for the total charge: +2. The largest force on an atom comes out at 3.41 eV/Å.


[2]
A molecular structure, C27H46BrMgNP2S in a non-equilibrium geometry. Source: the OMol25 dataset; level of theory: ωB97M-V/def2-TZVPD.

```
79
Properties=species:S:1:pos:R:3
N 5.559 -7.887 -3.163
C 5.042 -8.166 -1.964
C 4.297 -7.230 -1.245
C 4.056 -5.950 -1.798
C 4.623 -5.672 -3.068
C 5.376 -6.686 -3.713
C 3.225 -4.998 -1.085
Mg -0.362 0.400 1.383
P -5.346 2.698 -0.567
C 2.741 -3.867 -1.649
C 1.942 -2.926 -0.921
C 1.074 -2.112 -1.677
C 0.139 -1.311 -1.017
C 0.061 -1.438 0.356
C 1.017 -2.057 1.141
C 1.939 -2.889 0.492
Br -2.424 -0.926 0.977
H 2.941 -5.268 -0.062
H 2.842 -3.693 -2.725
H 3.887 -7.492 -0.275
H 4.522 -4.714 -3.585
H 5.219 -9.161 -1.545
H 5.838 -6.520 -4.693
H 1.129 -2.161 -2.764
H 2.645 -3.519 1.033
H -0.495 -0.645 -1.594
H 1.094 -1.946 2.225
P 1.062 2.124 0.315
C -5.440 0.959 0.040
C -6.718 0.269 -0.454
H -5.432 0.983 1.139
H -4.537 0.409 -0.263
H -6.870 -0.688 0.057
H -7.601 0.890 -0.269
H -6.672 0.066 -1.527
C -4.381 2.640 -2.127
C -4.640 3.811 -3.086
H -4.665 1.696 -2.613
H -3.319 2.589 -1.852
H -4.185 3.604 -4.061
H -5.708 3.977 -3.261
H -4.210 4.747 -2.718
C -4.293 3.602 0.638
C -5.128 4.230 1.763
H -3.756 4.383 0.075
H -3.567 2.877 1.041
H -4.504 4.863 2.401
H -5.951 4.846 1.384
H -5.554 3.447 2.396
C 1.210 3.649 1.321
C 2.596 4.284 1.358
H 0.889 3.373 2.339
H 0.450 4.348 0.938
H 3.292 3.670 1.942
H 3.011 4.414 0.352
H 2.538 5.272 1.832
C 0.302 2.686 -1.248
C 0.864 2.121 -2.548
H 0.335 3.785 -1.230
H -0.759 2.403 -1.159
H 1.871 2.499 -2.755
H 0.892 1.026 -2.545
H 0.215 2.425 -3.378
C 2.742 1.563 -0.137
C 3.525 0.910 1.014
H 3.294 2.403 -0.597
H 2.577 0.808 -0.924
H 4.060 0.023 0.641
H 4.281 1.595 1.428
H 2.870 0.567 1.838
C 1.523 0.082 5.073
S 0.084 0.326 3.999
C -0.993 -0.944 4.665
H 2.394 0.592 4.649
H 1.736 -0.990 5.164
H 1.311 0.504 6.064
H -0.439 -1.888 4.737
H -1.331 -0.625 5.659
H -1.850 -1.067 3.990
```

Its spin multiplicity is 1. The LUMO energy (alpha / beta) is -6.18 / -8.86 eV. The orbital gap (alpha / beta) comes out at 5.95 / 3.29 eV. The calculation puts the energy relative to the best compared isomer or geometry (same formula, charge and spin) at 96.91 kJ/mol. As for the total charge: +2. The largest force on an atom comes out at 2.76 eV/Å.


[3]
A molecular structure, C27H46BrN3OP2Ti in a non-equilibrium geometry. Source: the OMol25 dataset; level of theory: ωB97M-V/def2-TZVPD.

```
81
Properties=species:S:1:pos:R:3
N 5.986 -8.671 0.126
C 5.582 -8.260 1.340
C 4.949 -7.035 1.580
C 4.702 -6.148 0.506
C 5.130 -6.586 -0.770
C 5.752 -7.829 -0.899
C 4.039 -4.869 0.759
Ti -0.176 1.049 1.039
P -6.270 1.781 -0.675
C 2.909 -4.416 0.153
C 2.227 -3.146 0.388
C 1.196 -2.742 -0.494
C 0.507 -1.537 -0.313
C 0.813 -0.673 0.762
C 1.846 -1.076 1.644
C 2.537 -2.278 1.464
Br -1.430 3.236 1.395
H 4.526 -4.241 1.516
H 2.430 -5.055 -0.602
H 4.646 -6.763 2.597
H 4.979 -5.964 -1.658
H 5.774 -8.950 2.174
H 6.085 -8.172 -1.889
H 0.935 -3.396 -1.336
H 3.330 -2.547 2.170
H -0.285 -1.266 -1.021
H 2.116 -0.434 2.491
P 0.478 1.807 -1.067
C -5.896 0.499 0.647
C -7.083 -0.426 0.948
H -5.548 1.005 1.569
H -5.043 -0.095 0.268
H -7.008 -0.848 1.966
H -8.046 0.114 0.885
H -7.124 -1.264 0.231
C -5.433 0.903 -2.111
C -5.962 1.308 -3.493
H -5.612 -0.176 -1.943
H -4.338 1.060 -2.050
H -5.731 0.532 -4.245
H -7.057 1.452 -3.476
H -5.505 2.251 -3.841
C -4.957 3.053 -0.222
C -5.511 4.301 0.481
H -4.381 3.327 -1.128
H -4.252 2.535 0.456
H -4.829 5.161 0.355
H -6.496 4.595 0.080
H -5.636 4.119 1.563
C 0.644 3.659 -1.084
C 1.911 4.287 -1.679
H 0.554 3.935 -0.019
H -0.268 4.030 -1.591
H 2.791 4.067 -1.051
H 2.122 3.940 -2.704
H 1.799 5.385 -1.712
C -0.630 1.355 -2.489
C -0.141 0.324 -3.514
H -0.846 2.315 -2.991
H -1.589 1.048 -2.032
H 0.441 0.804 -4.319
H 0.487 -0.460 -3.062
H -1.008 -0.171 -3.987
C 2.149 1.068 -1.416
C 3.262 1.179 -0.367
H 2.466 1.555 -2.356
H 1.930 0.019 -1.689
H 3.904 0.281 -0.362
H 3.905 2.059 -0.527
H 2.815 1.269 0.639
C 3.394 3.051 3.442
N 2.058 2.884 3.976
C 1.048 2.256 3.311
N -0.167 2.146 3.904
O 1.242 1.745 2.210
H 3.504 2.612 2.431
H 4.124 2.564 4.122
H 3.627 4.134 3.380
H 1.874 3.278 4.911
H -0.926 1.606 3.465
H -0.340 2.551 4.836
```

Its spin multiplicity is 3. The LUMO energy (alpha / beta) is -5.97 / -9.53 eV. The orbital gap (alpha / beta) comes out at 6.01 / 2.67 eV. The calculation puts the energy relative to the best compared isomer or geometry (same formula, charge and spin) at 197.81 kJ/mol. As for the total charge: +2. The largest force on an atom comes out at 4.70 eV/Å. The expectation value of S² is 2.01.


[4]
A molecular structure, C27H46BrNOP2Sn in a non-equilibrium geometry. Source: the OMol25 dataset; level of theory: ωB97M-V/def2-TZVPD.

```
79
Properties=species:S:1:pos:R:3
N -4.675 -7.726 0.259
C -4.914 -6.758 1.148
C -4.165 -5.568 1.167
C -3.192 -5.314 0.159
C -2.994 -6.347 -0.782
C -3.717 -7.545 -0.654
C -2.496 -4.013 0.169
Sn 0.168 0.131 -1.285
P 0.284 2.857 -1.802
C -1.750 -3.263 -0.699
C -1.792 -1.804 -0.576
C -1.799 -0.902 -1.713
C -2.473 0.398 -1.551
C -2.549 0.875 -0.278
C -2.522 0.063 0.808
C -2.013 -1.223 0.663
Br -0.524 2.008 1.310
H -2.781 -3.527 1.101
H -1.301 -3.769 -1.560
H -4.341 -4.855 1.949
H -2.276 -6.224 -1.591
H -5.726 -6.908 1.844
H -3.524 -8.370 -1.347
H -1.652 -1.370 -2.691
H -1.863 -1.796 1.570
H -2.777 0.926 -2.451
H -2.844 0.330 1.789
P 2.598 -0.241 -0.274
C -1.290 3.797 -1.370
C -1.762 5.051 -2.128
H -1.072 4.103 -0.329
H -2.095 3.055 -1.274
H -2.765 5.283 -1.770
H -1.161 5.952 -1.948
H -1.840 4.915 -3.208
C 0.678 3.153 -3.638
C 1.487 4.348 -4.182
H -0.328 3.197 -4.108
H 1.191 2.244 -4.019
H 1.882 4.080 -5.161
H 0.895 5.261 -4.352
H 2.348 4.621 -3.563
C 1.453 3.807 -0.650
C 1.459 5.341 -0.518
H 2.455 3.450 -0.931
H 1.211 3.427 0.366
H 2.255 5.603 0.184
H 1.657 5.862 -1.454
H 0.545 5.779 -0.090
C 3.499 0.591 1.029
C 4.786 -0.195 1.355
H 2.840 0.682 1.916
H 3.749 1.608 0.677
H 4.627 -0.987 2.097
H 5.253 -0.669 0.474
H 5.548 0.469 1.785
C 3.661 -0.586 -1.733
C 2.952 -1.301 -2.880
H 4.538 -1.137 -1.383
H 4.048 0.396 -2.045
H 3.007 -2.385 -2.760
H 1.895 -1.012 -3.002
H 3.456 -1.055 -3.814
C 1.970 -1.878 0.303
C 1.735 -1.947 1.820
H 2.671 -2.660 -0.039
H 1.005 -2.098 -0.193
H 1.218 -2.888 2.079
H 2.697 -1.895 2.366
H 1.078 -1.129 2.174
C -0.502 1.109 6.421
C -0.940 0.548 5.082
O 0.093 0.570 4.129
H 0.031 0.359 6.986
H -1.410 1.299 6.991
H 0.134 1.970 6.272
H -1.243 -0.498 5.223
H -1.833 1.044 4.668
H -0.155 1.283 3.462
```

Its spin multiplicity is 1. The LUMO energy (alpha / beta) is -8.63 / -7.40 eV. The orbital gap (alpha / beta) comes out at 5.26 / 5.92 eV. The calculation puts the energy relative to the best compared isomer or geometry (same formula, charge and spin) at 229.57 kJ/mol. As for the total charge: +2. The largest force on an atom comes out at 3.61 eV/Å.